C16H48NO19 | ωB97M-V/def2-TZVPD

Results
Total charge: -1

Each line ends with the Löwdin charge.
Element x y z (Å)
1 O 28.706 -19.429 10.796  -0.0744
2 O 27.481 -22.195 21.680  -0.0610
3 O 21.143 -33.070 19.398  -0.0724
4 O 23.544 -17.425 21.659  -0.0374
5 O 21.316 -24.527 15.772  -0.0853
6 O 15.592 -19.819 18.542  -0.0629
7 O 27.915 -20.805 13.640  -0.0765
8 O 18.499 -30.808 18.012  -0.0614
9 O 27.915 -21.059 24.343  -0.0583
10 O 18.044 -29.639 9.095  -0.0482
11 O 19.134 -22.762 21.531  -0.0501
12 O 17.074 -22.643 23.618  -0.0773
13 O 15.794 -22.374 17.097  -0.0467
14 O 21.905 -16.506 19.573  -0.0340
15 O 18.698 -27.041 10.673  -0.0717
16 O 22.851 -23.361 16.700  -0.0773
17 O 21.156 -18.461 13.036  -0.0686
18 O 20.862 -19.253 9.849  -0.0712
19 O 22.856 -23.590 14.670  -0.0935
20 N 22.340 -23.868 15.731  -0.7428
21 C 17.249 -23.778 22.755  -0.2225
22 C 27.545 -23.020 22.877  -0.2280
23 C 20.713 -17.765 11.844  -0.2145
24 C 23.994 -17.070 20.370  -0.2870
25 C 20.035 -32.754 18.553  -0.2401
26 C 28.108 -19.433 13.253  -0.2159
27 C 15.334 -21.162 16.543  -0.2835
28 C 23.147 -15.972 19.880  -0.3042
29 C 28.388 -22.342 23.975  -0.2583
30 C 18.067 -28.280 11.013  -0.2387
31 C 17.269 -28.874 9.875  -0.3098
32 C 27.666 -19.247 11.737  -0.2387
33 C 16.028 -20.023 17.192  -0.2509
34 C 19.992 -18.711 10.834  -0.2543
35 C 19.706 -31.244 18.663  -0.2477
36 C 18.687 -23.943 22.160  -0.2485
37 H 19.144 -26.657 11.432  0.0881
38 H 20.864 -33.539 20.188  0.0806
39 H 26.806 -22.568 21.108  0.0814
40 H 20.412 -20.080 9.663  0.0807
41 H 25.059 -16.847 20.307  0.1199
42 H 14.633 -19.776 18.567  0.0767
43 H 17.135 -24.678 23.359  0.1015
44 H 24.261 -17.959 22.008  0.0845
45 H 21.607 -17.425 11.320  0.1075
46 H 29.162 -19.166 13.332  0.1128
47 H 15.534 -21.148 15.472  0.1147
48 H 18.794 -29.015 11.359  0.1201
49 H 18.586 -24.783 21.472  0.1122
50 H 16.808 -28.119 9.239  0.1230
51 H 16.192 -22.567 23.990  0.0740
52 H 26.969 -20.964 13.652  0.0848
53 H 16.730 -22.432 16.894  0.0929
54 H 17.427 -28.065 11.869  0.1125
55 H 19.108 -33.255 18.829  0.1150
56 H 14.252 -21.030 16.559  0.1184
57 H 26.885 -19.969 11.495  0.1136
58 H 16.516 -29.541 10.295  0.1237
59 H 29.450 -22.346 23.733  0.1147
60 H 20.352 -33.009 17.542  0.1166
61 H 28.908 -20.366 10.758  0.0842
62 H 19.261 -18.156 10.247  0.1056
63 H 27.537 -18.704 13.827  0.1028
64 H 18.781 -29.151 8.720  0.1009
65 H 27.935 -24.022 22.700  0.1102
66 H 18.714 -29.917 17.728  0.0826
67 H 16.478 -23.756 21.985  0.1127
68 H 28.143 -23.012 24.800  0.1097
69 H 28.089 -20.956 25.281  0.0788
70 H 20.078 -16.883 11.929  0.1102
71 H 19.425 -24.245 22.903  0.1100
72 H 19.732 -30.992 19.723  0.1099
73 H 23.117 -15.180 20.628  0.1246
74 H 19.483 -19.466 11.434  0.1204
75 H 27.272 -18.231 11.716  0.1070
76 H 22.006 -16.725 18.643  0.0924
77 H 21.584 -19.258 12.716  0.0839
78 H 23.640 -15.584 18.989  0.1187
79 H 23.830 -17.863 19.640  0.1224
80 H 20.610 -30.759 18.295  0.1167
81 H 17.099 -20.196 17.083  0.1276
82 H 26.578 -23.207 23.343  0.1107
83 H 15.822 -19.063 16.720  0.1133
84 H 19.894 -23.040 21.014  0.0881

=====

C16H48NO19 | ωB97M-V/def2-TZVPD

Results
Total charge: -1

Each line ends with the Löwdin charge.
Element x y z (Å)
1 O 3.463 -5.864 -5.707  -0.0833
2 O -4.591 -7.004 -6.433  -0.0501
3 O -0.698 5.260 4.335  -0.0495
4 O -0.063 -0.151 -6.263  -0.0785
5 O -1.297 0.798 -0.430  -0.0771
6 O 2.826 0.009 3.535  -0.0451
7 O -3.479 0.816 5.872  -0.0587
8 O -0.085 10.184 -3.682  -0.0396
9 O 1.105 -5.855 3.709  -0.0629
10 O 4.164 2.446 3.655  -0.0743
11 O -3.814 2.907 7.594  -0.0677
12 O -4.390 -4.438 -3.983  -0.0747
13 O 3.765 -5.690 -2.512  -0.0833
14 O -0.239 -0.983 -1.015  -0.1364
15 O 0.926 2.243 -4.875  -0.0511
16 O 2.273 -7.571 5.887  -0.1060
17 O -0.085 7.405 -2.432  -0.0434
18 O -1.614 -1.077 0.609  -0.0993
19 O -0.025 6.453 6.856  -0.0364
20 N -1.087 -0.397 -0.290  -0.6833
21 C -4.717 1.441 5.996  -0.2525
22 C -0.500 1.206 -6.487  -0.1966
23 C -0.557 7.192 5.777  -0.2748
24 C 4.208 -6.636 -3.520  -0.2420
25 C -4.699 1.798 7.506  -0.2420
26 C 0.721 2.104 -6.187  -0.3182
27 C -0.372 6.628 4.376  -0.2625
28 C 2.360 -6.528 3.659  -0.2603
29 C 3.225 -6.906 -4.677  -0.1864
30 C 2.470 -7.828 4.437  -0.1791
31 C 4.207 1.708 2.463  -0.2682
32 C -0.079 8.906 -4.252  -0.2937
33 C -0.880 8.079 -3.378  -0.2832
34 C -5.070 -6.181 -5.495  -0.3149
35 C 4.049 0.299 2.857  -0.2600
36 C -3.833 -5.581 -4.704  -0.1870
37 H -3.313 -6.379 -4.174  0.1127
38 H -0.232 7.038 7.588  0.0796
39 H 3.461 -8.282 4.466  0.1145
40 H 3.459 2.289 1.924  0.1319
41 H -5.815 -5.529 -5.951  0.1187
42 H -0.457 8.973 -5.272  0.1123
43 H 3.217 -5.027 -5.307  0.0697
44 H -0.269 8.243 5.765  0.1112
45 H -1.638 7.287 5.875  0.1091
46 H -0.386 4.963 3.477  0.0899
47 H 0.693 -6.129 2.886  0.0802
48 H 0.479 3.122 -6.491  0.1034
49 H -5.513 0.719 5.814  0.1113
50 H -5.722 -6.667 -4.769  0.1132
51 H -0.688 1.163 -7.559  0.1115
52 H -0.318 -0.395 -5.371  0.0809
53 H 4.902 0.006 3.470  0.1152
54 H 0.314 1.744 -4.328  0.0976
55 H 4.070 -0.317 1.959  0.1199
56 H 1.736 1.925 -6.541  0.1224
57 H 0.665 10.611 -4.103  0.0838
58 H -5.709 2.042 7.836  0.1027
59 H 2.380 -0.698 3.063  0.0872
60 H 3.408 -7.939 -4.970  0.1120
61 H 5.161 1.923 1.982  0.1148
62 H -1.379 7.299 -3.953  0.1163
63 H -4.349 0.970 8.123  0.1124
64 H -3.885 3.434 8.393  0.0784
65 H 4.392 -7.520 -2.908  0.1094
66 H 0.698 6.656 4.172  0.1144
67 H 0.877 8.484 -4.559  0.1282
68 H -0.169 6.453 -2.526  0.0904
69 H -0.921 7.169 3.604  0.1191
70 H -3.452 0.477 4.975  0.0946
71 H -4.773 2.333 5.373  0.1213
72 H 3.634 -4.789 -2.814  0.0771
73 H 3.149 -5.784 3.768  0.1175
74 H -3.913 -4.214 -3.180  0.0824
75 H 2.322 -6.672 2.579  0.1119
76 H -1.350 1.521 -5.882  0.1255
77 H 1.575 -8.400 4.191  0.1186
78 H 5.213 -6.363 -3.839  0.1120
79 H 2.246 -6.818 -4.205  0.1146
80 H -1.836 8.462 -3.022  0.1286
81 H -4.546 -6.461 -7.223  0.0987
82 H 5.010 2.351 4.099  0.0782
83 H -3.074 -5.343 -5.450  0.1008
84 H 3.057 -7.122 6.213  0.0656

=====

C16H48O16 | ωB97M-V/def2-TZVPD

Results
SMILES: OCCO.OCCO.OCCO.OCCO.OCCO.OCCO.OCCO.OCCO

Each line ends with the Löwdin charge.
Element x y z (Å)
1 O -1.025 6.213 -4.254  -0.0562
2 O -4.064 -3.695 -0.636  -0.0220
3 O -1.160 1.449 5.425  -0.0710
4 O 2.378 4.833 -3.928  -0.0697
5 O 2.488 2.385 -2.148  -0.0899
6 O -1.808 0.275 2.733  -0.0853
7 O -1.167 -4.286 0.130  -0.0715
8 O -4.896 -3.765 2.116  -0.0905
9 O 4.044 1.825 -0.246  -0.0917
10 O 0.144 3.810 -2.655  -0.1393
11 O 4.313 -5.360 0.851  -0.0792
12 O 1.171 -0.475 -0.433  -0.0869
13 O 1.981 1.042 1.941  -0.0929
14 O -3.109 -5.710 1.445  -0.0697
15 O 2.216 -2.976 0.895  -0.0739
16 O -1.320 1.356 -1.391  -0.0806
17 C 3.484 4.075 -3.615  -0.2282
18 C 3.211 2.537 -3.361  -0.1570
19 C -1.113 0.410 -0.293  -0.2021
20 C -2.565 1.327 3.263  -0.2384
21 C -1.937 -5.335 2.164  -0.2178
22 C -1.007 4.697 -2.398  -0.1319
23 C -5.297 -2.750 1.147  -0.1773
24 C 3.335 1.440 2.084  -0.2206
25 C -1.554 4.956 -3.858  -0.2261
26 C 3.621 2.486 0.963  -0.2166
27 C -0.805 -5.170 1.145  -0.2471
28 C 3.688 -4.581 -0.189  -0.2023
29 C -1.736 2.151 4.291  -0.1981
30 C -0.210 -0.800 -0.594  -0.1719
31 C 3.326 -3.020 0.033  -0.2259
32 C -4.172 -2.579 0.094  -0.2839
33 H 4.511 -4.589 -0.904  0.1020
34 H 4.143 -2.467 0.497  0.1114
35 H 2.759 1.890 -4.112  0.1289
36 H -1.103 2.267 -1.180  0.0381
37 H 3.953 0.542 2.087  0.1133
38 H -0.560 5.615 -2.016  0.1162
39 H -1.270 4.066 -4.419  0.1215
40 H -1.966 -4.437 2.782  0.1123
41 H 4.270 2.302 -3.249  0.1198
42 H 2.738 3.114 0.845  0.1157
43 H -0.768 0.986 0.566  0.1021
44 H -3.467 -4.930 1.014  0.0182
45 H -0.880 2.530 3.732  0.1108
46 H 1.583 2.702 -2.186  0.0646
47 H -4.266 -1.617 -0.411  0.1272
48 H -6.300 -3.047 0.840  0.1144
49 H -2.893 1.948 2.430  0.1153
50 H 0.773 4.285 -3.203  0.0344
51 H -2.085 0.116 0.103  0.0935
52 H 3.884 4.573 -2.732  0.1294
53 H -4.679 -3.590 -1.365  0.1221
54 H -1.382 -0.274 3.395  0.0907
55 H 2.844 -5.106 -0.635  0.1079
56 H -0.427 -1.553 0.164  0.1152
57 H -1.685 4.303 -1.641  0.1100
58 H -5.342 -3.611 2.952  0.0870
59 H -0.418 -1.042 -1.636  0.1308
60 H -0.506 -6.085 0.633  0.1159
61 H -2.241 3.074 4.576  0.1132
62 H -0.334 1.001 5.227  0.0780
63 H 1.843 0.857 1.010  0.0351
64 H 3.506 2.184 -0.954  -0.0133
65 H 4.189 4.151 -4.443  0.1192
66 H -2.121 -4.292 0.021  0.0313
67 H 0.085 -4.688 1.548  0.1057
68 H -1.819 -6.127 2.904  0.1169
69 H 1.618 -0.272 -1.257  0.0957
70 H 3.178 -2.561 -0.944  0.1079
71 H 4.401 3.211 1.198  0.1022
72 H -5.395 -1.896 1.817  0.1112
73 H 3.496 1.928 3.045  0.1072
74 H -3.309 -2.491 0.754  0.1184
75 H 1.813 -2.214 0.473  0.0325
76 H -2.640 4.942 -3.766  0.1075
77 H 2.701 5.626 -4.361  0.1086
78 H -3.495 0.856 3.583  0.1093
79 H -1.241 6.293 -5.186  0.0863
80 H 3.852 -5.233 1.684  0.0739

=====

Calculated highest occupied orbital energy in order - -4.221; -4.449; -9.276 eV
Calculated ΔE to the lowest compared entry with this formula, charge and spin in order - 125.7; 172.5; 82.6 kcal per mole